The following is a DFT calculation (ωB97M-V/def2-TZVPD) of a 13-piece molecular cluster, C68H160F24N9O3P4 overall at a distorted geometry.

Atoms and positions in Å:
C: 15.512 16.421 16.008
C: 16.820 15.767 16.587
C: 17.969 15.870 15.597
C: 19.267 15.480 16.277
N: 20.550 15.399 15.511
C: 20.584 14.599 14.248
C: 22.068 14.280 13.941
C: 22.781 14.379 15.340
C: 21.678 14.727 16.275
C: 20.926 16.829 15.170
H: 15.469 16.267 14.951
H: 15.632 17.473 16.260
H: 14.673 15.993 16.582
H: 16.583 14.699 16.766
H: 17.168 16.113 17.604
H: 18.032 16.878 15.159
H: 17.729 15.151 14.795
H: 19.155 14.502 16.691
H: 19.410 16.164 17.060
H: 20.235 15.240 13.472
H: 19.941 13.742 14.461
H: 22.383 15.050 13.261
H: 22.036 13.240 13.512
H: 23.409 15.267 15.316
H: 23.266 13.489 15.740
H: 21.811 15.378 17.150
H: 21.222 13.804 16.597
H: 20.126 17.223 14.496
H: 21.852 16.827 14.596
H: 20.934 17.383 16.083
C: 18.440 17.906 20.909
C: 18.622 19.023 21.968
C: 18.484 20.432 21.418
C: 17.062 20.592 20.942
N: 16.565 22.049 20.868
C: 17.457 22.897 20.023
C: 17.130 24.330 20.390
C: 16.854 24.242 21.864
C: 16.466 22.821 22.192
C: 15.214 21.905 20.244
H: 19.198 18.013 20.161
H: 17.479 17.933 20.370
H: 18.435 16.967 21.406
H: 19.577 18.882 22.464
H: 17.874 18.822 22.773
H: 19.216 20.599 20.620
H: 18.720 21.130 22.223
H: 16.396 20.046 21.613
H: 16.901 20.227 19.901
H: 17.244 22.591 18.999
H: 18.432 22.496 20.225
H: 16.256 24.557 19.792
H: 17.906 25.020 20.176
H: 16.085 24.912 22.188
H: 17.710 24.597 22.491
H: 15.482 22.716 22.587
H: 17.175 22.316 22.903
H: 15.373 21.446 19.266
H: 14.741 22.900 20.157
H: 14.552 21.255 20.806
C: 11.972 18.984 19.256
C: 12.990 19.807 18.490
C: 12.614 20.134 17.028
C: 13.661 21.031 16.371
N: 13.552 21.263 14.876
C: 14.665 22.294 14.435
C: 14.157 22.806 13.046
C: 12.579 22.704 13.162
C: 12.244 22.009 14.508
C: 13.657 20.003 14.059
H: 11.031 19.573 19.308
H: 12.318 18.794 20.305
H: 11.821 17.990 18.788
H: 13.933 19.295 18.480
H: 13.153 20.774 19.062
H: 11.622 20.615 16.986
H: 12.537 19.174 16.507
H: 14.607 20.538 16.483
H: 13.734 21.948 16.917
H: 15.664 21.851 14.388
H: 14.653 23.079 15.211
H: 14.536 22.052 12.319
H: 14.600 23.780 12.780
H: 12.221 22.075 12.317
H: 11.951 23.604 13.107
H: 11.462 21.271 14.534
H: 12.012 22.755 15.270
H: 14.608 19.486 14.149
H: 13.326 20.198 13.032
H: 12.970 19.305 14.540
C: 16.718 14.331 9.320
C: 17.790 15.293 9.779
C: 17.482 16.689 9.238
C: 18.452 17.650 9.783
N: 18.544 18.897 8.907
C: 19.558 19.773 9.662
C: 18.825 20.388 10.745
C: 17.303 20.450 10.291
C: 17.312 19.731 8.968
C: 18.959 18.628 7.510
H: 16.958 13.366 9.754
H: 16.634 14.342 8.246
H: 15.733 14.659 9.700
H: 18.726 14.991 9.428
H: 17.763 15.327 10.905
H: 16.447 16.918 9.369
H: 17.657 16.488 8.180
H: 19.411 17.176 9.767
H: 18.224 17.897 10.835
H: 19.895 20.561 8.974
H: 20.390 19.136 9.903
H: 19.249 21.321 11.021
H: 18.858 19.700 11.591
H: 16.973 21.473 10.115
H: 16.632 20.105 11.099
H: 17.379 20.516 8.199
H: 16.386 19.141 8.805
H: 19.396 19.503 7.029
H: 18.093 18.324 6.919
H: 19.774 17.879 7.514
C: 26.434 17.036 14.597
C: 27.643 16.180 14.876
C: 27.269 14.733 14.843
C: 28.485 13.923 14.728
N: 28.193 12.379 14.785
C: 29.495 11.620 14.625
C: 29.776 11.595 13.103
C: 28.371 11.628 12.437
C: 27.388 11.812 13.644
C: 27.562 12.047 16.116
H: 26.675 18.094 14.731
H: 25.627 16.813 15.271
H: 26.068 16.867 13.575
H: 28.154 16.424 15.788
H: 28.292 16.298 14.033
H: 26.612 14.621 13.976
H: 26.603 14.442 15.674
H: 29.092 14.197 15.607
H: 29.021 14.196 13.833
H: 29.274 10.593 15.005
H: 30.229 12.036 15.287
H: 30.288 10.685 12.857
H: 30.490 12.351 12.763
H: 28.089 10.746 11.831
H: 28.277 12.518 11.799
H: 26.911 10.914 14.038
H: 26.534 12.402 13.413
H: 27.637 10.986 16.285
H: 26.513 12.310 16.039
H: 27.893 12.665 17.001
C: 24.443 17.378 18.111
C: 24.991 18.159 19.261
C: 24.420 19.600 19.370
C: 24.848 20.228 20.661
N: 24.433 21.643 20.899
C: 22.914 21.848 20.558
C: 22.809 22.214 19.104
C: 24.064 23.028 18.869
C: 25.082 22.587 19.889
C: 24.676 22.125 22.325
C: 26.137 22.226 22.779
C: 26.136 22.554 24.243
H: 23.327 17.378 18.116
H: 24.765 16.317 18.185
H: 24.837 17.792 17.212
H: 26.043 18.351 19.141
H: 24.639 17.643 20.148
H: 23.355 19.465 19.360
H: 24.661 20.252 18.567
H: 25.936 20.193 20.725
H: 24.418 19.624 21.437
H: 22.573 22.644 21.213
H: 22.362 20.951 20.761
H: 21.882 22.798 18.950
H: 22.773 21.403 18.382
H: 23.907 24.099 19.105
H: 24.408 22.951 17.840
H: 25.477 23.413 20.458
H: 25.897 22.028 19.397
H: 24.161 21.373 22.981
H: 24.123 23.043 22.417
H: 26.576 23.006 22.165
H: 26.628 21.278 22.538
H: 25.500 23.465 24.299
H: 27.119 22.724 24.688
H: 25.666 21.792 24.858
C: 17.742 12.155 22.244
C: 16.351 12.515 21.804
C: 16.283 13.701 20.804
O: 14.957 13.732 20.405
C: 14.699 14.798 19.505
N: 15.748 11.402 20.922
H: 14.934 11.735 20.450
H: 16.492 11.233 20.199
H: 15.477 10.536 21.426
H: 18.306 11.645 21.469
H: 17.644 11.563 23.156
H: 18.342 13.040 22.512
H: 15.667 12.617 22.671
H: 16.951 13.402 19.993
H: 16.611 14.670 21.239
H: 15.512 14.916 18.766
H: 14.610 15.796 19.988
H: 13.740 14.634 19.042
C: 15.918 13.015 13.679
C: 15.433 11.649 13.607
C: 14.001 11.513 14.099
O: 13.176 12.153 13.130
C: 11.963 12.691 13.711
N: 15.572 11.207 12.148
H: 14.793 11.654 11.663
H: 16.470 11.443 11.723
H: 15.470 10.201 11.981
H: 15.377 13.683 13.041
H: 17.009 13.089 13.633
H: 15.770 13.323 14.715
H: 16.045 10.930 14.155
H: 13.879 11.881 15.115
H: 13.708 10.475 14.145
H: 12.098 13.599 14.318
H: 11.558 11.932 14.350
H: 11.354 12.858 12.850
C: 20.766 7.735 18.703
C: 20.961 8.108 17.228
C: 22.347 8.677 16.989
O: 22.629 8.757 15.619
C: 21.904 9.829 15.019
N: 20.989 6.920 16.331
H: 21.323 7.250 15.414
H: 21.665 6.268 16.712
H: 20.093 6.417 16.231
H: 20.714 8.648 19.309
H: 21.583 7.095 19.054
H: 19.866 7.155 18.820
H: 20.159 8.751 16.845
H: 23.160 8.145 17.532
H: 22.285 9.691 17.450
H: 21.880 10.737 15.641
H: 20.844 9.607 14.824
H: 22.398 10.068 14.091
P: 19.235 11.547 12.148
F: 20.653 11.067 12.871
F: 19.728 13.054 12.095
F: 19.985 11.246 10.811
F: 17.792 11.937 11.459
F: 18.595 10.030 12.301
F: 18.644 11.853 13.683
P: 22.336 18.695 12.313
F: 20.880 18.287 12.785
F: 21.980 18.157 10.784
F: 21.855 20.195 11.917
F: 23.784 18.989 11.974
F: 22.565 19.211 13.852
F: 22.815 17.131 12.748
P: 17.513 20.053 16.758
F: 16.691 21.469 17.075
F: 18.482 20.945 15.804
F: 18.348 20.297 18.068
F: 18.271 18.688 16.545
F: 16.320 19.308 17.601
F: 16.588 19.837 15.469
P: 17.643 11.835 17.425
F: 17.560 12.618 16.054
F: 19.058 11.215 16.979
F: 18.552 13.103 18.022
F: 17.799 11.151 18.925
F: 16.256 12.656 17.891
F: 16.777 10.567 16.982

The HOMO-LUMO gap is 10.0 eV. As for the largest force on an atom: 3.51 eV/Å. As for the charge: +5. For the LUMO energy, the calculation gives -7.45 eV. As for the spin multiplicity: 1. Its HOMO energy is -17.43 eV.

Atomic partial charges in e from the Mulliken method, atoms 1 to 99: -1.63 0.55 0.78 -2.47 1.32 -0.22 -0.78 -0.31 -0.44 -0.87 0.43 -0.07 0.47 -0.51 0.47 0.43 -0.11 0.23 1.03 0.54 -0.07 0.33 0.33 -0.33 0.51 0.66 0.02 0.07 0.33 0.36 -0.88 -1.19 -0.17 -0.14 0.49 -0.34 -0.84 -0.65 -0.47 -1.08 0.24 0.12 0.57 0.47 0.37 0.12 0.53 0.48 -0.47 -0.11 0.63 0.36 0.44 0.36 0.32 0.39 0.31 0.03 0.57 0.52 -1.55 0.55 -0.61 -0.40 0.59 -0.40 -0.32 -0.88 -0.65 -0.88 0.39 0.38 0.32 -0.01 -0.08 0.45 0.15 -0.28 0.50 0.19 0.41 0.03 0.47 0.37 0.38 0.51 0.41 0.08 0.46 0.38 -1.37 0.07 -0.73 -0.53 0.45 -0.93 -0.21 -0.34 -0.77

=====

The following is a DFT calculation (ωB97M-V/def2-TZVPD) of C25H40NNiOP as an isolated structure at a distorted geometry.

Atoms and positions in Å:
C: -2.824 0.224 -4.064
C: -2.615 -0.990 -3.418
C: -1.825 -1.077 -2.263
C: -1.216 0.084 -1.788
C: -1.499 1.326 -2.363
C: -2.297 1.392 -3.510
C: -1.666 -2.392 -1.533
C: -0.236 -2.941 -1.394
N: 0.838 -1.929 -1.221
Ni: 0.297 -0.016 -0.557
C: -0.858 2.562 -1.751
P: 0.779 2.022 -1.177
H: -3.058 -1.895 -3.811
H: -2.471 2.348 -3.976
H: -3.385 0.265 -4.985
H: -1.427 2.966 -0.896
H: -0.700 3.389 -2.453
H: -2.076 -2.286 -0.515
H: -2.254 -3.163 -2.044
H: -0.207 -3.604 -0.519
C: 1.482 3.286 -0.118
C: 1.786 1.978 -2.661
H: 0.039 -3.551 -2.272
C: 1.414 -1.501 -2.528
C: 1.912 -2.394 -0.314
H: -0.088 1.037 0.489
H: 1.893 -2.356 -3.028
H: 0.622 -1.090 -3.170
H: 2.172 -0.726 -2.344
H: 2.501 -3.177 -0.812
H: 2.561 -1.550 -0.056
H: 1.469 -2.773 0.616
H: 1.820 3.013 -3.039
H: 2.801 1.618 -2.425
H: 1.306 1.316 -3.396
H: 1.630 4.188 -0.730
H: 0.826 3.526 0.736
H: 2.462 2.964 0.270
H: 0.964 0.810 0.538
C: -0.285 2.064 3.008
C: -1.581 1.281 3.190
C: -2.590 1.482 2.052
C: -1.375 -0.192 3.635
C: -1.381 -0.407 5.006
C: -1.239 -1.700 5.512
C: -0.992 -2.787 4.684
C: -0.910 -2.605 3.323
C: -0.628 -3.838 2.440
C: 0.695 -4.514 2.807
C: -1.772 -4.850 2.534
C: -1.226 -1.306 2.726
O: -1.421 -1.197 1.482
H: 0.377 1.609 2.267
H: 0.295 2.112 3.936
H: -0.506 3.095 2.709
H: -2.048 1.736 4.077
H: -2.299 0.948 1.138
H: -3.583 1.113 2.341
H: -2.697 2.559 1.856
H: -1.522 0.447 5.686
H: -1.321 -1.861 6.570
H: -0.879 -3.794 5.120
H: -0.580 -3.468 1.411
H: 0.692 -4.866 3.852
H: 0.846 -5.385 2.153
H: 1.539 -3.822 2.689
H: -2.717 -4.398 2.201
H: -1.542 -5.711 1.893
H: -1.913 -5.214 3.567

The HOMO-LUMO gap (spin up / spin down) is 5.5 / 3.9 eV. As for the largest force on an atom: 2.32 eV/Å. Its expectation value of S² is 2.01. For the LUMO energy (spin up / spin down), the calculation gives -0.09 / -1.66 eV. As for the spin multiplicity: 3. Its HOMO energy (spin up / spin down) is -5.64 / -5.58 eV.

Need the natural (NBO) charges? In units of e they are: -0.21 -0.21 -0.06 -0.28 -0.08 -0.21 -0.45 -0.21 -0.53 0.90 -0.76 1.00 0.21 0.21 0.22 0.26 0.24 0.28 0.21 0.23 -0.99 -0.98 0.18 -0.43 -0.42 0.01 0.19 0.23 0.20 0.19 0.20 0.25 0.23 0.24 0.26 0.25 0.27 0.26 0.03 -0.60 -0.22 -0.61 -0.16 -0.19 -0.31 -0.21 -0.15 -0.23 -0.60 -0.60 0.45 -0.85 0.17 0.22 0.18 0.19 0.23 0.22 0.18 0.19 0.19 0.19 0.20 0.21 0.19 0.20 0.22 0.19 0.20

=====

The following is a DFT calculation (ωB97M-V/def2-TZVPD) of a 5-piece molecular cluster, C34H58Br2FN3O12 overall at a distorted geometry.

Atoms and positions in Å:
C: 0.961 6.706 -0.104
C: -0.119 5.447 -0.322
O: 0.689 4.229 -0.384
C: 0.414 3.407 -1.571
C: 0.166 1.832 -1.050
C: -1.178 1.351 -1.914
O: -0.037 1.954 0.384
C: -0.769 0.883 1.029
F: -0.533 -0.492 0.543
C: -2.403 1.187 1.231
C: -3.364 0.050 0.546
C: -3.469 -1.329 1.450
N: -3.038 -2.622 0.728
O: -3.903 -1.361 2.731
C: -0.194 0.863 2.606
O: -0.172 -0.500 3.172
C: 0.514 -0.316 4.491
C: 1.490 0.892 -1.456
N: 1.890 1.022 -2.915
C: 2.762 -0.118 -3.386
C: 1.980 -1.529 -3.672
C: 0.518 -1.383 -4.400
N: -0.229 -2.714 -4.184
C: 2.832 1.290 -0.540
Br: 3.852 3.039 -0.793
C: 3.392 0.396 0.535
C: 4.706 0.856 1.462
Br: 2.629 -1.409 0.958
H: 0.827 7.251 0.922
H: 0.728 7.520 -0.944
H: 2.076 6.359 -0.322
H: -0.750 5.408 0.662
H: -0.716 5.719 -1.289
H: -0.525 3.755 -2.202
H: 1.340 3.511 -2.279
H: -1.232 0.168 -1.906
H: -2.165 1.837 -1.485
H: -1.082 1.654 -3.060
H: -2.669 1.294 2.380
H: -2.564 2.279 0.776
H: -3.062 -0.203 -0.559
H: -4.465 0.511 0.538
H: -2.340 -3.147 1.305
H: -2.531 -2.305 -0.140
H: -0.717 1.666 3.278
H: 0.948 1.190 2.492
H: 1.420 -1.064 4.633
H: 0.951 0.771 4.630
H: -0.274 -0.467 5.363
H: 1.191 -0.255 -1.320
H: 1.080 1.211 -3.543
H: 3.671 -0.348 -2.655
H: 3.273 0.198 -4.417
H: 2.665 -2.150 -4.424
H: 1.959 -2.185 -2.675
H: 0.617 -1.106 -5.549
H: -0.168 -0.558 -3.912
H: -1.259 -2.449 -4.192
H: -0.001 -2.994 -3.191
H: 5.582 1.301 0.827
H: 5.091 -0.084 2.090
H: 4.267 1.603 2.271
O: -1.707 -8.009 -1.923
C: -2.047 -7.327 -0.971
C: -1.220 -7.065 0.251
C: -2.245 -6.528 1.218
C: -3.250 -5.876 0.305
O: -3.233 -6.654 -0.891
H: -0.456 -6.320 0.012
H: -0.762 -7.985 0.622
H: -1.829 -5.841 1.960
H: -2.716 -7.361 1.754
H: -2.978 -4.845 0.055
H: -4.256 -5.882 0.734
O: 2.064 9.558 -0.906
C: 1.724 10.240 0.046
C: 2.551 10.502 1.268
C: 1.526 11.039 2.235
C: 0.521 11.691 1.322
O: 0.538 10.913 0.126
H: 3.315 11.247 1.029
H: 3.009 9.582 1.639
H: 1.943 11.725 2.977
H: 1.055 10.206 2.771
H: 0.793 12.722 1.072
H: -0.485 11.684 1.751
O: -6.360 -2.714 -3.297
C: -6.440 -3.918 -3.113
C: -7.712 -4.708 -3.070
C: -7.260 -6.002 -2.440
C: -5.821 -6.095 -2.874
O: -5.365 -4.745 -2.958
H: -8.075 -4.858 -4.091
H: -8.467 -4.207 -2.460
H: -7.857 -6.867 -2.741
H: -7.314 -5.916 -1.348
H: -5.713 -6.562 -3.859
H: -5.212 -6.645 -2.152
O: 6.205 -1.253 2.793
C: 6.126 -2.456 2.976
C: 4.853 -3.247 3.019
C: 5.305 -4.540 3.649
C: 6.744 -4.633 3.215
O: 7.200 -3.284 3.131
H: 4.491 -3.396 1.998
H: 4.098 -2.745 3.629
H: 4.708 -5.405 3.349
H: 5.251 -4.454 4.741
H: 6.852 -5.100 2.231
H: 7.353 -5.184 3.938

The HOMO-LUMO gap is 8.4 eV. Its SMILES is CCOC[C@](C)(O[C@](F)(CCC(N)=O)COC)[C@@H](NCCCN)/C(Br)=C(/C)Br.O=C1CCCO1.O=C1CCCO1.O=C1CCCO1.O=C1CCCO1. As for the largest force on an atom: 8.60 eV/Å. For the LUMO energy, the calculation gives -0.03 eV. As for the energy above the lowest of the compared OMol25 structures with the same formula, charge and spin: 9.803 eV. As for the spin multiplicity: 1. Its HOMO energy is -8.47 eV.

Atomic partial charges in e from the Mulliken method, atoms 1 to 99: -0.74 -0.30 -0.12 -0.96 0.82 -1.10 -0.56 1.22 -0.35 -0.83 -0.43 0.23 -0.40 -0.62 -0.94 -0.25 -0.61 0.38 -0.20 -0.55 -0.55 0.15 -0.70 -0.56 -0.17 0.39 -0.64 -0.23 0.19 0.26 0.21 0.19 0.25 0.42 0.24 -0.04 0.34 0.52 0.43 0.25 0.20 0.39 0.24 0.23 0.34 0.39 0.12 0.31 0.25 0.17 0.36 0.21 0.37 0.33 0.18 0.27 -0.17 0.25 0.27 0.33 0.07 0.25 -0.61 0.34 -0.28 -0.58 -0.04 -0.31 0.21 0.29 0.34 0.29 0.07 0.33 -0.58 0.55 -0.35 -0.48 -0.43 -0.35 0.28 0.24 0.31 0.26 0.27 0.31 -0.62 0.49 -0.36 -0.56 -0.16 -0.32 0.25 0.28 0.34 0.27 0.25 0.17 -0.65